Molecular formula: C20H24Cl2IrO2
Method: DFT, ωB97M-V with the def2-TZVPD basis set

Lowest unoccupied orbital energy (spin up / spin down) ... 5.03 / 4.32 eV
Total energy ... -1951.5229 Ha
Highest occupied orbital energy (spin up / spin down) ... 2.218 / -0.931 eV
Energy above the lowest of the compared OMol25 structures with the same formula, charge and spin ... 0.00 kJ/mol
Charge ... -2
Kohn-Sham gap (spin up / spin down) ... 2.8 / 5.3 eV
Spin multiplicity ... 6

Geometry (Å):
Ir (0.039, 0.777, -0.173)
Cl (-1.334, -0.628, -0.956)
Cl (0.550, 1.507, -2.263)
O (2.319, 1.519, 0.382)
O (0.289, 0.006, 1.583)
C (-0.420, -4.069, -0.135)
C (-3.165, 1.475, 0.395)
C (3.113, -0.969, -2.146)
C (-2.052, 4.978, 0.936)
C (-2.301, 2.568, 0.504)
C (2.571, -1.859, 0.205)
C (1.563, -2.689, 0.776)
C (-2.869, 3.892, 0.538)
C (-0.085, 3.551, 0.883)
C (-4.990, 2.935, -0.205)
C (3.695, -1.232, 0.910)
C (-4.459, 1.638, -0.078)
C (1.221, -2.617, -1.504)
C (1.441, -3.029, 2.204)
C (0.662, -2.875, -2.843)
C (-0.697, 4.795, 1.159)
C (0.733, -3.162, -0.279)
C (2.325, -1.770, -1.197)
C (-4.223, 4.039, 0.150)
C (-0.878, 2.475, 0.514)
H (4.051, -1.484, -2.406)
H (2.551, -0.787, -3.068)
H (-2.808, 0.484, 0.662)
H (-4.640, 5.046, 0.117)
H (3.358, 0.004, -1.699)
H (2.105, -3.869, 2.466)
H (-0.323, -2.407, -2.975)
H (1.719, -2.170, 2.826)
H (-0.776, -4.079, 0.901)
H (-1.250, -3.769, -0.788)
H (-0.564, -0.318, 1.927)
H (-5.057, 0.764, -0.333)
H (0.985, 3.404, 0.937)
H (3.529, -1.252, 1.992)
H (1.333, -2.480, -3.612)
H (3.804, -0.186, 0.591)
H (-2.524, 5.953, 1.072)
H (2.106, 1.358, 1.319)
H (-6.012, 3.068, -0.558)
H (-0.142, -5.101, -0.400)
H (-0.090, 5.624, 1.522)
H (0.416, -3.327, 2.451)
H (0.547, -3.956, -3.005)
H (4.632, -1.775, 0.702)

Atomic partial charges in e from the natural (NBO) method, atoms 1 to 6:
1 Ir 1.34
2 Cl -0.44
3 Cl -0.50
4 O -1.12
5 O -0.96
6 C -0.64

Molecular formula: C20H24ClN3O2
Method: DFT, ωB97M-V with the def2-TZVPD basis set

Lowest unoccupied orbital energy ... -0.61 eV
Total energy ... -1551.4823 Ha
Highest occupied orbital energy ... -7.998 eV
Energy above the lowest of the compared OMol25 structures with the same formula, charge and spin ... 27.44 kJ/mol
SMILES string ... CCCCN(CC)CCNC(=O)c1cc2cc3ccc(Cl)cc3nc2o1
Kohn-Sham gap ... 7.4 eV

Geometry (Å):
Cl (-6.234, 4.694, -1.771)
O (1.183, -1.386, 3.036)
O (-0.454, 1.101, 1.057)
N (-2.259, 2.257, 0.146)
N (2.008, 0.152, 1.585)
N (3.439, -1.554, -0.661)
C (-6.383, 2.728, 0.069)
C (-5.529, 3.510, -0.733)
C (1.200, -0.713, -1.541)
C (1.015, -0.462, 2.262)
C (3.561, -1.631, 0.769)
C (-0.329, 0.085, 1.974)
C (-4.456, 1.576, 0.970)
C (3.361, -0.343, 1.608)
C (-1.770, 1.354, 0.944)
C (-3.886, 0.610, 1.816)
C (-2.514, 0.489, 1.809)
C (-1.535, -0.319, 2.457)
C (5.741, -0.786, -1.109)
C (-0.069, -1.163, -2.267)
C (4.248, -0.573, -1.349)
C (2.173, -1.874, -1.280)
C (-3.601, 2.379, 0.149)
C (-5.852, 1.785, 0.898)
C (-4.173, 3.347, -0.701)
C (-0.995, -1.997, -1.390)
H (-6.496, 1.179, 1.518)
H (-1.692, -1.095, 3.176)
H (6.313, -0.151, -1.782)
H (-0.523, -2.930, -1.092)
H (2.396, -2.348, -2.246)
H (-4.510, -0.010, 2.443)
H (6.002, -1.823, -1.300)
H (-7.448, 2.888, 0.016)
H (4.027, 0.451, 1.269)
H (-3.513, 3.941, -1.312)
H (4.050, -0.692, -2.417)
H (1.685, -2.621, -0.651)
H (2.847, -2.372, 1.133)
H (0.909, -0.248, -0.602)
H (3.984, 0.465, -1.078)
H (4.566, -1.997, 1.007)
H (1.771, 0.890, 0.940)
H (-0.611, -0.274, -2.598)
H (0.204, -1.736, -3.157)
H (1.703, 0.041, -2.150)
H (3.603, -0.600, 2.643)
H (-1.267, -1.449, -0.490)
H (-1.909, -2.238, -1.929)
H (6.021, -0.539, -0.088)

Atomic partial charges in e from the natural (NBO) method, atoms 1 to 6:
1 Cl 0.02
2 O -0.61
3 O -0.43
4 N -0.45
5 N -0.60
6 N -0.47

Molecular formula: C20H24ClN3O3S
Method: DFT, ωB97M-V with the def2-TZVPD basis set

Lowest unoccupied orbital energy ... 0.50 eV
Total energy ... -2024.9191 Ha
Highest occupied orbital energy ... -8.391 eV
Energy above the lowest of the compared OMol25 structures with the same formula, charge and spin ... 28.26 kJ/mol
SMILES string ... COCc1csc(C(=O)N2CCC[C@@H](NC(=O)c3ccc(Cl)c(N)c3)[C@@H]2C)c1
Kohn-Sham gap ... 8.9 eV

Geometry (Å):
Cl (-1.749, -0.155, -8.355)
S (-1.305, -1.518, 3.620)
O (-1.485, 2.370, 6.356)
O (1.896, 0.916, -2.855)
O (2.044, 0.113, 2.748)
N (1.006, -1.550, 1.546)
N (0.724, -0.867, -2.118)
N (-0.520, 2.254, -7.094)
C (-0.937, -0.115, -6.816)
C (-2.241, -0.478, 4.594)
C (-0.918, -0.573, 0.255)
C (0.353, -0.072, -4.378)
C (-0.215, -0.247, 3.231)
C (-0.834, -1.277, -6.075)
C (-1.764, 0.802, 4.604)
C (1.077, 0.038, -3.065)
C (0.343, -1.426, 0.235)
C (0.260, 1.082, -5.136)
C (2.245, -2.335, 1.512)
C (2.638, -1.690, -0.847)
C (-1.987, 3.482, 7.061)
C (3.272, -1.793, 0.531)
C (-0.392, 1.094, -6.371)
C (-0.191, -1.265, -4.848)
C (1.344, -0.882, -0.803)
C (-2.386, 1.932, 5.361)
C (1.029, -0.487, 2.464)
C (-0.580, 0.924, 3.829)
H (-1.242, 3.761, 7.802)
H (-3.104, -0.854, 5.121)
H (1.960, -3.353, 1.223)
H (-0.782, 2.179, -8.060)
H (-1.324, -0.494, -0.753)
H (3.312, -1.221, -1.564)
H (-0.083, -2.191, -4.299)
H (4.141, -2.454, 0.501)
H (0.074, -2.449, -0.064)
H (0.088, 3.016, -6.857)
H (3.611, -0.813, 0.871)
H (-0.004, 1.833, 3.728)
H (-2.926, 3.239, 7.571)
H (0.712, 1.989, -4.754)
H (1.576, 0.154, -0.541)
H (-2.614, 2.763, 4.680)
H (-1.252, -2.192, -6.472)
H (-0.030, -1.504, -2.314)
H (2.641, -2.375, 2.525)
H (-1.685, -0.998, 0.896)
H (2.404, -2.692, -1.226)
H (-2.164, 4.331, 6.391)
H (-3.331, 1.608, 5.815)
H (-0.705, 0.442, 0.596)

Atomic partial charges in e from the natural (NBO) method, atoms 1 to 6:
1 Cl -0.01
2 S 0.48
3 O -0.53
4 O -0.62
5 O -0.56
6 N -0.50

Molecular formula: C20H24F4N2S7Ti
Method: DFT, ωB97M-V with the def2-TZVPD basis set

Lowest unoccupied orbital energy (spin up / spin down) ... 4.23 / 3.50 eV
Total energy ... -4922.3971 Ha
Highest occupied orbital energy (spin up / spin down) ... -1.943 / -2.043 eV
Energy above the lowest of the compared OMol25 structures with the same formula, charge and spin ... 0.00 kJ/mol
Charge ... -2
Kohn-Sham gap (spin up / spin down) ... 6.2 / 5.5 eV
Spin multiplicity ... 3

Geometry (Å):
Ti (0.656, 0.219, -0.949)
S (-4.512, -3.735, 6.489)
S (-4.082, -4.407, 3.621)
S (-3.650, -1.728, 4.445)
S (-1.405, -1.093, -2.142)
S (1.502, -2.224, -1.144)
S (-2.925, -0.662, 1.760)
S (-3.464, -3.936, 0.735)
F (5.984, 2.062, 1.374)
F (0.178, 1.429, -2.278)
F (4.128, 1.052, -2.829)
F (3.729, 1.345, 2.626)
N (1.466, 0.311, 0.934)
N (-0.120, 2.498, 0.435)
C (-4.105, -3.312, 4.934)
C (1.196, -4.163, -3.032)
C (-2.373, 2.473, -0.677)
C (3.776, 1.242, 1.263)
C (3.975, 1.077, -1.463)
C (0.534, 2.384, 1.745)
C (-1.382, -3.113, -3.947)
C (0.146, 4.999, 0.168)
C (0.612, -2.916, -2.400)
C (-0.630, -2.425, -2.829)
C (4.943, 1.614, 0.618)
C (2.795, 0.704, -0.898)
C (0.423, 3.594, -0.372)
C (-1.575, 2.553, 0.613)
C (-3.404, -1.992, 2.710)
C (-3.640, -3.287, 2.349)
C (0.811, 0.915, 2.068)
C (5.087, 1.537, -0.750)
C (-1.677, -3.748, 0.510)
C (2.700, 0.761, 0.515)
H (0.707, 5.733, -0.414)
H (2.205, -4.324, -2.659)
H (-2.114, 1.582, -1.246)
H (-0.132, 0.391, 2.245)
H (-1.851, 1.716, 1.255)
H (1.500, 3.427, -0.446)
H (0.451, 5.094, 1.213)
H (-1.020, -4.121, -4.144)
H (-1.142, -4.339, 1.250)
H (1.398, 0.853, 2.991)
H (-2.441, -3.164, -3.697)
H (-1.415, -2.694, 0.587)
H (1.485, 2.923, 1.713)
H (1.238, -4.078, -4.120)
H (-0.076, 2.843, 2.536)
H (6.012, 1.823, -1.231)
H (-0.913, 5.256, 0.100)
H (-1.857, 3.467, 1.164)
H (-3.436, 2.429, -0.434)
H (0.037, 3.491, -1.384)
H (-2.200, 3.337, -1.321)
H (-1.294, -2.532, -4.869)
H (-1.435, -4.093, -0.495)
H (0.595, -5.046, -2.793)

Atomic partial charges in e from the natural (NBO) method, atoms 1 to 6:
1 Ti 1.54
2 S -0.24
3 S 0.46
4 S 0.46
5 S -0.07
6 S -0.06

Molecular formula: C20H24FN2O3
Method: DFT, ωB97M-V with the def2-TZVPD basis set

Lowest unoccupied orbital energy ... -2.67 eV
Total energy ... -1211.3899 Ha
Highest occupied orbital energy ... -11.565 eV
Charge ... +1
SMILES string ... COc1ccc(C[NH+]2CCN(C(=O)c3ccc(F)cc3)CC2)c(OC)c1
Kohn-Sham gap ... 8.9 eV

Geometry (Å):
F (6.422, -2.219, 0.466)
O (1.664, 0.886, -2.201)
O (-4.219, -3.064, -0.656)
O (-3.730, 1.651, -0.657)
N (1.594, 1.865, -0.172)
N (-0.897, 2.085, 1.209)
C (-4.583, 1.753, -1.783)
C (2.104, 0.946, -1.075)
C (-2.746, 0.395, 1.067)
C (4.298, 0.666, 0.113)
C (5.379, -0.117, 0.468)
C (3.234, 0.112, -0.599)
C (4.348, -2.023, -0.617)
C (-2.501, -0.828, 1.675)
C (-4.028, -4.346, -0.094)
C (-2.963, -2.014, 1.140)
C (-0.818, 2.254, -0.262)
C (3.279, -1.227, -0.980)
C (5.383, -1.456, 0.108)
C (1.544, 1.660, 1.251)
C (-3.509, 0.422, -0.118)
C (0.568, 2.769, -0.642)
C (-3.977, -0.762, -0.655)
C (-2.272, 1.680, 1.674)
C (-3.710, -1.989, -0.038)
C (0.155, 1.146, 1.662)
H (2.469, -1.634, -1.565)
H (-4.666, 2.819, -1.991)
H (2.294, 0.928, 1.550)
H (-0.990, 1.282, -0.727)
H (4.397, -3.063, -0.897)
H (-1.951, -0.856, 2.604)
H (-4.472, -4.414, 0.903)
H (-1.599, 2.940, -0.588)
H (-2.967, -4.606, -0.045)
H (-4.566, -0.785, -1.556)
H (0.745, 3.763, -0.217)
H (-5.574, 1.348, -1.569)
H (-0.040, 0.177, 1.196)
H (-2.754, -2.940, 1.649)
H (1.759, 2.606, 1.763)
H (-4.538, -5.036, -0.763)
H (-2.235, 1.596, 2.762)
H (-4.155, 1.246, -2.651)
H (0.647, 2.825, -1.730)
H (0.102, 1.039, 2.746)
H (6.217, 0.294, 1.007)
H (-2.957, 2.482, 1.393)
H (4.296, 1.717, 0.357)
H (-0.694, 2.999, 1.629)

Atomic partial charges in e from the natural (NBO) method, atoms 1 to 6:
1 F -0.30
2 O -0.58
3 O -0.47
4 O -0.52
5 N -0.46
6 N -0.34

Question: Which of these has the highest total energy?
Answer: C20H24FN2O3

Question: What is the formula in the fourth record?
Answer: C20H24F4N2S7Ti